# 1
Entry from OMol25: a 5-piece molecular cluster, C37H67FN4O10S overall in a non-equilibrium geometry (ωB97M-V/def2-TZVPD).

Structure (XYZ):
```
120
Properties=species:S:1:pos:R:3
C -0.934 3.809 4.422
C -2.387 4.320 4.781
C -3.248 4.802 3.536
O -2.575 4.679 2.272
C -2.987 3.478 1.586
C -2.149 3.442 0.261
C -2.770 4.082 -0.959
C -1.989 4.081 -2.173
C -0.612 3.481 -2.232
N 0.066 3.574 -3.442
C 1.316 3.048 -3.406
C 2.159 3.162 -4.732
C 1.934 4.542 -5.482
C 3.217 5.494 -5.387
C 3.166 6.340 -4.028
S 4.819 6.241 -3.209
C 4.619 5.737 -1.494
N 3.741 6.141 -0.543
N 3.990 5.497 0.629
C 5.023 4.667 0.374
O 5.460 4.785 -0.922
C 1.867 2.393 -2.177
C 3.325 1.782 -2.285
C 3.815 1.232 -0.871
C 5.134 0.393 -1.154
F 6.033 1.309 -1.802
N 1.251 2.263 -0.972
C -0.005 2.856 -1.052
C -0.836 2.856 0.211
H -0.459 4.325 3.550
H -0.915 2.686 4.316
H -0.281 4.043 5.317
H -2.947 3.473 5.267
H -2.276 5.189 5.480
H -4.248 4.293 3.469
H -3.451 5.905 3.682
H -4.067 3.534 1.280
H -2.850 2.554 2.209
H -3.777 4.555 -0.924
H -2.400 4.564 -3.099
H 3.264 3.095 -4.530
H 1.917 2.277 -5.393
H 1.081 5.143 -5.076
H 1.703 4.373 -6.575
H 4.147 4.879 -5.482
H 3.100 6.254 -6.213
H 2.368 5.984 -3.324
H 2.959 7.422 -4.267
H 5.552 3.934 1.024
H 4.052 2.555 -2.641
H 3.303 0.923 -3.012
H 4.115 2.118 -0.239
H 3.045 0.603 -0.359
H 5.633 0.075 -0.203
H 4.959 -0.462 -1.860
H -0.399 2.379 1.126
C 3.971 -5.572 1.512
O 4.485 -4.796 2.582
C 5.347 -3.755 2.134
C 4.645 -2.407 2.157
O 3.606 -2.347 1.184
C 2.319 -2.508 1.761
H 3.179 -6.210 1.905
H 3.553 -4.944 0.721
H 4.760 -6.209 1.099
H 5.740 -3.974 1.136
H 6.193 -3.721 2.828
H 5.371 -1.630 1.895
H 4.259 -2.184 3.157
H 2.043 -1.605 2.315
H 2.277 -3.375 2.425
H 1.601 -2.653 0.953
C -4.590 -0.190 2.805
O -5.406 0.836 2.261
C -5.815 0.551 0.926
C -7.256 0.072 0.880
O -7.397 -1.205 1.494
C -7.952 -1.121 2.798
H -4.481 -0.006 3.875
H -5.036 -1.178 2.666
H -3.598 -0.164 2.342
H -5.145 -0.178 0.459
H -5.738 1.487 0.364
H -7.553 -0.044 -0.167
H -7.927 0.804 1.341
H -9.018 -0.880 2.732
H -7.442 -0.373 3.409
H -7.843 -2.095 3.276
C 5.076 -3.616 -3.755
O 5.278 -2.341 -4.345
C 6.654 -1.969 -4.382
C 7.238 -2.148 -5.773
O 7.312 -3.524 -6.131
C 6.275 -3.909 -7.020
H 4.044 -3.915 -3.938
H 5.740 -4.370 -4.185
H 5.237 -3.557 -2.673
H 7.231 -2.530 -3.640
H 6.703 -0.908 -4.114
H 8.263 -1.764 -5.774
H 6.665 -1.581 -6.514
H 6.466 -3.496 -8.016
H 5.295 -3.580 -6.667
H 6.274 -4.997 -7.088
C -5.982 -6.047 5.184
O -6.800 -5.021 4.643
C -7.209 -5.299 3.307
C -8.650 -5.780 3.260
O -8.789 -7.061 3.867
C -9.342 -6.985 5.171
H -5.874 -5.866 6.254
H -6.425 -7.035 5.041
H -4.990 -6.017 4.722
H -6.539 -6.024 2.835
H -7.134 -4.359 2.750
H -8.948 -5.890 2.213
H -9.321 -5.051 3.727
H -10.409 -6.744 5.110
H -8.831 -6.240 5.786
H -9.232 -7.962 5.643
```

Results
SMILES: CCCOCc1ccc2nc(CCCCSc3nnco3)c(CCCF)nc2c1.COCCOC.COCCOC.COCCOC.COCCOC
Maximum force (eV Å⁻¹): 4.38
DFT total energy (eV): -79434.553

# 2
Entry from OMol25: a 6-piece molecular cluster, C37H68BrClF5NO19P overall in a non-equilibrium geometry (ωB97M-V/def2-TZVPD).

Structure (XYZ):
```
133
Properties=species:S:1:pos:R:3
C -3.079 -0.470 4.453
C -3.258 -2.001 4.345
C -4.473 -2.427 3.489
C -4.021 -2.891 2.084
C -3.900 -1.707 1.109
C -2.684 -1.829 0.162
C -1.807 -0.572 0.172
N -1.284 -0.064 -1.149
C -2.392 0.059 -2.137
O -3.481 0.666 -1.560
C -4.745 0.163 -1.998
C -5.801 0.587 -0.958
C -0.145 -0.825 -1.786
C -0.438 -2.242 -2.314
C 0.688 -3.274 -2.181
C 1.176 -3.804 -3.540
C 2.378 -4.698 -3.276
O 3.510 -3.902 -2.944
C 1.223 -0.443 -1.184
C 2.315 -0.515 -2.291
C 3.519 0.386 -2.065
O 3.577 1.534 -2.482
Cl 4.955 -0.241 -1.219
P 1.583 -1.125 0.559
O 2.224 0.136 1.385
Br 3.284 -2.528 0.476
C 0.954 1.107 -1.086
C -0.568 1.224 -0.775
C -1.138 2.609 -1.095
F -2.288 2.874 -0.448
F -0.228 3.460 -0.539
C -1.277 3.052 -2.594
F -0.491 2.335 -3.418
F -0.928 4.336 -2.705
F -2.548 2.936 -2.997
H -4.065 -0.023 4.519
H -2.524 -0.096 3.596
H -2.513 -0.272 5.357
H -3.377 -2.421 5.340
H -2.326 -2.407 3.955
H -4.963 -3.250 3.996
H -5.140 -1.580 3.353
H -4.774 -3.585 1.716
H -3.081 -3.420 2.216
H -3.856 -0.777 1.674
H -4.822 -1.693 0.535
H -2.092 -2.646 0.566
H -3.023 -2.170 -0.811
H -2.386 0.228 0.621
H -0.999 -0.756 0.871
H -2.033 0.569 -3.032
H -2.682 -0.931 -2.487
H -5.018 0.647 -2.932
H -4.772 -0.923 -2.068
H -5.275 0.863 -0.050
H -6.436 1.386 -1.313
H -6.396 -0.279 -0.689
H -0.060 -0.245 -2.708
H -0.671 -2.149 -3.373
H -1.339 -2.671 -1.892
H 1.566 -2.959 -1.632
H 0.301 -4.146 -1.658
H 0.374 -4.369 -4.004
H 1.514 -2.966 -4.152
H 2.132 -5.289 -2.391
H 2.576 -5.381 -4.097
H 3.864 -4.183 -2.101
H 2.674 -1.522 -2.505
H 1.875 -0.153 -3.218
H 1.524 0.727 1.678
H 1.394 1.623 -0.240
H 1.287 1.689 -1.937
H -0.530 1.272 0.307
C 5.763 3.273 -2.698
O 5.963 4.566 -2.112
C 6.888 4.587 -1.153
O 7.527 3.644 -0.770
O 6.981 5.833 -0.694
C 7.947 6.005 0.348
H 4.994 3.384 -3.454
H 6.682 2.925 -3.171
H 5.437 2.572 -1.952
H 8.944 5.753 -0.008
H 7.690 5.397 1.213
H 7.921 7.054 0.627
C 9.049 5.674 -3.422
O 10.355 5.112 -3.548
C 11.335 6.014 -3.565
O 11.197 7.205 -3.483
O 12.491 5.366 -3.686
C 13.640 6.217 -3.718
H 8.344 4.848 -3.421
H 8.955 6.223 -2.488
H 8.825 6.323 -4.267
H 13.723 6.784 -2.793
H 13.596 6.890 -4.572
H 14.505 5.569 -3.819
C -6.936 1.030 9.692
O -6.101 2.156 9.409
C -5.604 2.180 8.180
O -5.800 1.355 7.323
O -4.855 3.273 8.055
C -4.256 3.431 6.772
H -7.269 1.139 10.720
H -7.804 1.020 9.035
H -6.376 0.102 9.593
H -5.020 3.514 6.000
H -3.587 2.600 6.553
H -3.682 4.352 6.794
C 3.913 -11.147 -5.521
O 4.226 -9.903 -4.890
C 4.874 -9.043 -5.674
O 5.193 -9.229 -6.815
O 5.105 -7.934 -4.968
C 5.799 -6.916 -5.692
H 3.393 -11.750 -4.782
H 3.261 -10.990 -6.378
H 4.821 -11.662 -5.827
H 5.219 -6.593 -6.554
H 6.781 -7.263 -6.009
H 5.924 -6.073 -5.018
C -12.829 1.182 5.459
O -11.531 0.585 5.402
C -10.526 1.452 5.507
O -10.631 2.641 5.640
O -9.383 0.771 5.440
C -8.211 1.585 5.543
H -13.549 0.374 5.363
H -12.980 1.682 6.413
H -12.967 1.883 4.639
H -8.184 2.100 6.498
H -8.171 2.302 4.723
H -7.354 0.925 5.478
```

Results
Maximum force (eV Å⁻¹): 3.07
Total charge: +1
DFT total energy (eV): -185298.401
ΔE to the lowest compared entry with this formula, charge and spin (kcal per mole): 0.0

# 3
Entry from OMol25: a 14-piece molecular cluster, C37H68Cl26I3N2O2 overall in a non-equilibrium geometry (ωB97M-V/def2-TZVPD).

Structure (XYZ):
```
138
Properties=species:S:1:pos:R:3
C 0.510 -3.938 -4.598
C 1.899 -3.466 -5.189
O 2.528 -4.602 -5.820
C 2.912 -2.870 -4.123
C 2.254 -2.286 -2.851
N 1.294 -1.268 -2.676
C 1.023 -1.044 -1.352
C 0.080 -0.007 -0.697
C -1.375 -0.528 -0.410
O -1.660 -1.443 0.288
I -3.027 0.571 -1.348
N 1.785 -1.904 -0.593
C 2.552 -2.678 -1.477
C 3.618 -3.780 -1.171
I 5.554 -2.868 -1.710
C 3.572 -4.309 0.327
C 4.840 -3.984 1.201
I 3.333 -6.491 0.373
H 0.230 -4.874 -5.167
H -0.261 -3.173 -4.883
H 0.521 -4.201 -3.510
H 1.724 -2.725 -6.012
H 2.548 -5.354 -5.200
H 3.535 -2.091 -4.654
H 3.636 -3.667 -3.808
H 0.855 -0.756 -3.441
H 0.553 0.316 0.277
H 0.067 0.924 -1.327
H 1.799 -1.960 0.425
H 3.504 -4.638 -1.877
H 2.669 -3.895 0.841
H 4.920 -2.876 1.358
H 5.787 -4.448 0.828
H 4.654 -4.439 2.220
Cl 2.938 2.378 -3.908
C 1.838 3.664 -3.348
C 2.072 4.025 -1.899
Cl 1.594 2.707 -0.794
H 0.814 3.330 -3.517
H 2.020 4.534 -3.980
H 1.471 4.895 -1.633
H 3.118 4.262 -1.708
Cl 2.832 -10.010 0.405
C 4.065 -10.269 1.667
C 4.607 -11.681 1.656
Cl 3.388 -12.871 2.173
H 3.621 -10.018 2.630
H 4.873 -9.562 1.470
H 5.442 -11.761 2.351
H 4.958 -11.966 0.665
Cl -6.664 2.810 1.454
C -6.473 1.126 2.002
C -6.838 0.128 0.928
Cl -8.583 0.128 0.567
H -7.078 0.993 2.896
H -5.427 1.005 2.278
H -6.584 -0.879 1.258
H -6.304 0.327 -0.002
Cl 2.231 5.458 -6.226
C 1.868 4.658 -7.777
C 3.080 3.968 -8.361
Cl 4.318 5.129 -8.900
H 1.466 5.407 -8.458
H 1.086 3.924 -7.579
H 2.788 3.388 -9.236
H 3.542 3.293 -7.641
Cl -0.447 2.447 1.783
C -2.022 3.283 1.840
C -2.718 3.102 3.167
Cl -3.249 1.418 3.410
H -2.631 2.909 1.016
H -1.825 4.341 1.665
H -3.611 3.727 3.203
H -2.075 3.378 4.002
Cl -7.640 -1.408 -2.882
C -8.045 -3.068 -2.382
C -7.750 -3.311 -0.919
Cl -5.999 -3.307 -0.576
H -7.496 -3.758 -3.022
H -9.111 -3.205 -2.571
H -8.128 -4.290 -0.623
H -8.219 -2.558 -0.287
Cl -7.310 0.791 5.455
C -6.282 2.141 6.000
C -7.051 3.438 6.116
Cl -7.556 4.077 4.527
H -5.445 2.231 5.307
H -5.886 1.860 6.977
H -6.422 4.200 6.573
H -7.942 3.319 6.729
Cl 3.989 -7.410 -4.867
C 4.084 -7.545 -6.643
C 5.350 -8.236 -7.095
Cl 6.800 -7.248 -6.787
H 4.001 -6.543 -7.063
H 3.214 -8.121 -6.963
H 5.310 -8.412 -8.170
H 5.483 -9.195 -6.596
Cl 4.487 0.035 1.969
C 3.873 1.699 1.784
C 4.953 2.663 1.351
Cl 6.164 2.928 2.629
H 3.423 2.001 2.730
H 3.088 1.664 1.030
H 4.511 3.635 1.127
H 5.472 2.311 0.460
Cl -2.518 -2.819 -5.587
C -2.939 -3.577 -7.144
C -1.749 -4.254 -7.787
Cl -0.525 -3.081 -8.337
H -3.362 -2.809 -7.791
H -3.716 -4.314 -6.938
H -2.072 -4.811 -8.667
H -1.265 -4.949 -7.102
Cl 5.149 7.637 5.805
C 5.354 5.961 6.376
C 5.021 4.948 5.303
Cl 3.281 4.925 4.912
H 4.732 5.825 7.261
H 6.397 5.853 6.674
H 5.280 3.947 5.647
H 5.569 5.145 4.383
Cl 1.248 5.951 8.646
C 1.825 7.431 7.839
C 1.421 8.683 8.584
Cl -0.337 8.967 8.518
H 1.442 7.431 6.818
H 2.912 7.363 7.793
H 1.899 9.552 8.131
H 1.716 8.638 9.632
Cl -5.439 6.680 6.811
C -7.010 7.522 6.824
C -7.736 7.360 8.140
Cl -8.292 5.686 8.403
H -7.603 7.146 5.990
H -6.803 8.578 6.645
H -8.625 7.991 8.153
H -7.105 7.641 8.983
```

Results
Maximum force (eV Å⁻¹): 3.68
Total charge: +1
DFT total energy (eV): -396429.191
ΔE to the lowest compared entry with this formula, charge and spin (kcal per mole): 33.1